Entry from the Open Molecules 2025 dataset: one molecule with the formula C14H21N3O (the ωB97M-V functional and the def2-TZVPD basis).

```
39
Properties=species:S:1:pos:R:3:forces:R:3
C -5.093 2.332 -1.480 -0.1 -0.2 0.1
C -4.789 0.840 -1.413 0.2 0.2 -0.1
C -3.504 0.497 -2.163 -0.2 -0.3 0.0
C -3.224 -1.005 -2.238 0.0 0.1 0.1
C -3.031 -1.695 -0.885 0.1 0.1 -0.1
C -1.921 -1.110 -0.014 0.0 -0.2 -0.1
C -0.542 -1.202 -0.660 -0.3 0.1 0.3
C 0.544 -0.747 0.300 0.1 -0.1 -0.4
O 0.337 -0.359 1.426 0.1 0.1 0.3
N 1.792 -0.828 -0.267 -0.1 -0.1 -0.3
N 3.012 -0.527 0.229 0.5 0.1 0.1
C 3.205 -0.086 1.409 -0.8 -0.1 0.0
C 4.555 0.209 1.848 0.8 0.2 0.3
C 4.788 0.685 3.140 0.0 -0.1 -0.4
C 6.086 0.959 3.532 0.1 0.0 -0.1
C 7.109 0.749 2.619 0.0 0.1 0.4
N 6.904 0.299 1.390 0.4 -0.1 -0.3
C 5.669 0.038 1.018 -0.5 0.0 0.0
H 5.536 -0.328 0.009 -0.1 0.0 -0.1
H 8.141 0.948 2.877 0.0 0.0 0.1
H 6.301 1.328 4.524 0.0 0.0 0.1
H 3.960 0.834 3.819 -0.1 0.0 0.0
H 2.411 0.090 2.132 -0.1 -0.1 -0.2
H 1.860 -1.166 -1.219 -0.1 0.1 0.3
H -0.335 -2.233 -0.958 0.0 0.0 -0.1
H -0.494 -0.575 -1.554 0.1 -0.1 -0.1
H -2.135 -0.068 0.224 0.0 0.0 0.1
H -1.893 -1.653 0.933 0.0 0.1 0.0
H -2.816 -2.751 -1.070 -0.1 -0.1 0.1
H -3.967 -1.651 -0.325 0.0 -0.1 0.0
H -4.060 -1.490 -2.747 0.0 0.0 -0.1
H -2.337 -1.164 -2.855 0.0 -0.1 -0.1
H -2.664 1.011 -1.692 0.1 0.1 0.0
H -3.584 0.878 -3.185 0.1 0.1 0.0
H -4.696 0.544 -0.367 -0.1 -0.1 0.0
H -5.620 0.280 -1.847 0.0 -0.1 0.1
H -5.217 2.652 -2.513 0.0 0.1 -0.1
H -4.281 2.907 -1.040 0.1 0.1 0.0
H -6.008 2.561 -0.938 -0.1 0.1 0.0
```
Forces are in eV/Å.

Results
- total energy (a.u.) = -785.56056
- E_LUMO (eV) = 0.4
- relative energy (zero: lowest compared OMol25 entry of this formula, charge and spin) (kJ/mol) = 173.0
- SMILES string = CCCCCCCC(=O)N/N=C/c1cccnc1
- strongest force on any atom (eV/A) = 0.9

Results of the natural (NBO) charge analysis, in e, for atoms 1 through 4: -0.599 -0.397 -0.397 -0.393


Entry from the Open Molecules 2025 dataset: a 3-piece molecular cluster, C2HClF3N overall (the ωB97M-V functional and the def2-TZVPD basis).

```
8
Properties=species:S:1:pos:R:3:forces:R:3
C 2.192 -0.485 -0.344 -3.7 -2.0 -1.6
C -1.428 0.129 0.029 6.6 0.5 3.2
N 1.165 -0.877 -0.667 -0.1 -1.2 -1.1
F -2.026 -1.058 -0.245 0.9 2.3 -0.1
F -1.630 1.120 -0.788 -1.8 -0.1 -1.0
F -1.652 0.481 1.308 -2.7 0.0 0.4
Cl 3.334 0.263 0.308 4.6 2.6 2.3
H 0.045 0.427 0.400 -3.7 -2.0 -2.1
```
Forces are in eV/Å.

Results
- total energy (a.u.) = -891.20976
- E_LUMO (eV) = 0.3
- relative energy (zero: lowest compared OMol25 entry of this formula, charge and spin) (kJ/mol) = 376.3
- strongest force on any atom (eV/A) = 7.4

Results of the natural (NBO) charge analysis, in e, for atoms 1 through 4: 0.080 0.925 -0.307 -0.311


Entry from the Open Molecules 2025 dataset: one molecule with the formula C5H10N2O3 (the ωB97M-V functional and the def2-TZVPD basis).

```
20
Properties=species:S:1:pos:R:3:forces:R:3
C -1.336 -0.413 -0.199 -0.4 -1.9 -1.7
C -0.590 0.878 -0.017 0.8 3.4 1.9
C -2.813 0.012 -0.573 -1.5 0.3 1.4
C 1.655 -0.065 -0.371 -2.9 -0.3 -2.8
C 3.064 -0.044 -0.069 -0.1 -0.2 0.7
H -1.878 -0.934 1.977 2.2 -0.6 -3.7
H -1.533 -2.271 0.923 0.5 1.8 -0.3
H -0.794 -0.975 -1.055 -1.0 0.5 1.4
H -3.071 0.070 0.638 -0.7 0.5 -3.5
H -3.596 -0.790 -1.155 2.7 2.1 1.8
H -2.831 1.122 -1.087 -0.2 -3.1 1.4
H 1.111 1.900 0.262 0.4 1.0 0.2
H 1.124 -0.778 0.209 0.6 -2.1 0.2
H 1.503 -0.302 -1.507 0.7 0.0 1.9
H 4.418 0.796 0.497 -0.6 1.7 0.9
N -1.242 -1.259 1.048 -1.7 -0.2 2.2
N 0.794 1.029 -0.070 -1.6 -0.5 -0.4
O -1.206 1.908 0.297 0.4 -1.2 -0.4
O 3.753 -1.019 -0.293 0.1 1.7 0.4
O 3.466 1.132 0.547 2.3 -3.0 -1.4
```
Forces are in eV/Å.

Results
- total energy (a.u.) = -531.67194
- E_LUMO (eV) = 0.6
- relative energy (zero: lowest compared OMol25 entry of this formula, charge and spin) (kJ/mol) = 349.4
- SMILES string = C[C@H](N)C(=O)NCC(=O)O
- strongest force on any atom (eV/A) = 4.4

Results of the natural (NBO) charge analysis, in e, for atoms 1 through 4: -0.168 0.659 -0.646 -0.358


Entry from the Open Molecules 2025 dataset: one molecule with the formula C9H9NO (the ωB97M-V functional and the def2-TZVPD basis).

```
20
Properties=species:S:1:pos:R:3:forces:R:3
C -1.264 -0.587 2.081 -1.2 4.4 0.8
C -1.166 -1.893 1.950 1.6 -2.0 -1.1
C -0.842 0.304 1.066 0.9 0.2 0.5
C -0.441 -2.512 0.898 0.2 1.7 1.4
C -0.061 -0.278 0.117 0.5 0.5 -1.4
C 0.219 -1.619 0.085 -0.9 -2.3 -0.7
C 2.185 0.135 -0.848 0.0 0.3 -1.3
C 0.694 0.299 -1.044 -1.2 0.9 1.8
C 0.059 1.495 -1.778 -0.8 -0.5 -0.4
N 1.342 -0.800 -1.689 1.0 -0.1 -0.9
O 1.031 -2.007 -0.965 -0.3 0.8 0.6
H -1.639 -0.229 3.065 0.0 0.1 -1.0
H -1.382 -2.358 2.856 -0.7 -1.7 0.9
H -0.822 1.402 1.038 -0.7 -0.5 0.6
H -0.173 -3.517 1.037 0.1 -1.3 -0.5
H 2.765 0.848 -1.509 -0.2 -1.3 1.0
H 2.647 -0.345 0.057 -0.7 0.9 -0.9
H 0.326 1.458 -2.851 0.0 0.3 0.6
H 0.470 2.334 -1.267 0.7 1.1 -0.1
H -1.069 1.720 -1.691 1.5 -1.3 0.0
```
Forces are in eV/Å.

Results
- total energy (a.u.) = -478.21418
- E_LUMO (eV) = 0.9
- relative energy (zero: lowest compared OMol25 entry of this formula, charge and spin) (kJ/mol) = 416.3
- SMILES string = C[C@]12CN1Oc1ccccc12
- strongest force on any atom (eV/A) = 4.6

Results of the natural (NBO) charge analysis, in e, for atoms 1 through 4: -0.222 -0.208 -0.217 -0.249


Entry from the Open Molecules 2025 dataset: an isolated ion of composition C7H12N5O and charge +1 (the ωB97M-V functional and the def2-TZVPD basis).

```
25
Properties=species:S:1:pos:R:3:forces:R:3
C 1.623 -1.373 1.764 0.2 1.0 -0.2
C -0.644 -0.678 1.919 -1.1 0.3 0.8
C 0.271 -2.360 0.043 -0.7 4.6 0.7
C 0.698 0.350 0.163 0.1 0.1 -0.9
C -0.589 2.409 -0.737 -1.8 -0.7 -1.7
C -0.484 0.837 -0.701 0.6 1.2 0.4
C 0.472 -0.809 1.084 0.8 -3.8 -2.1
N 2.556 -1.931 2.116 0.6 -0.3 0.5
N -1.576 -0.520 2.563 -0.6 0.0 0.3
N -0.132 -3.372 0.698 -0.1 -0.5 1.7
N -0.215 2.993 0.503 -0.4 -4.3 2.6
N -0.275 0.333 -2.139 2.4 -2.6 2.0
O 0.368 -2.172 -1.123 0.6 0.1 -2.2
H 1.049 1.132 0.782 0.1 1.2 0.5
H 1.536 0.171 -0.480 0.6 -0.5 -0.4
H -1.677 2.680 -1.095 1.8 -0.6 0.5
H 0.065 2.612 -1.611 0.0 1.0 0.8
H -1.389 0.499 -0.264 -1.0 -0.9 -0.2
H -0.100 -3.264 1.684 -0.2 -0.7 0.9
H -0.219 -4.249 0.263 -0.2 -1.3 -0.4
H -0.649 2.519 1.401 0.9 1.4 -2.7
H -0.221 3.940 0.625 -0.2 2.8 -0.1
H -0.965 0.046 -2.758 -2.9 0.4 -1.1
H 0.122 -0.696 -2.023 0.2 1.7 0.3
H 0.375 0.901 -2.676 0.3 0.2 0.2
```
Forces are in eV/Å.

Results
- total energy (a.u.) = -622.63343
- E_LUMO (eV) = -3.3
- relative energy (zero: lowest compared OMol25 entry of this formula, charge and spin) (kJ/mol) = 164.1
- net charge = +1
- SMILES string = N#CC(C#N)(C[C@H]([NH3+])CN)C(N)=O
- strongest force on any atom (eV/A) = 5.0

Results of the natural (NBO) charge analysis, in e, for atoms 1 through 4: 0.231 0.223 0.796 -0.442


Entry from the Open Molecules 2025 dataset: C11H19ClINOPTl as an isolated structure (the ωB97M-V functional and the def2-TZVPD basis).

```
36
Properties=species:S:1:pos:R:3:forces:R:3
C 0.483 -1.745 -0.376 -1.1 -0.9 0.7
I 0.709 1.805 -0.306 -1.6 -0.3 -1.5
H -0.131 -2.630 -0.572 0.5 -0.2 0.0
H 1.083 -1.899 0.540 -0.3 0.3 -0.6
H 1.095 -1.528 -1.264 -0.4 0.5 0.5
Tl -1.315 -0.492 0.382 0.6 -0.6 -0.3
P -0.216 0.513 -2.578 0.8 3.0 -2.6
C 1.272 0.918 -3.551 0.6 -0.1 0.5
C -0.824 -0.926 -3.536 -0.1 -1.6 1.7
H -2.375 1.623 -2.692 0.1 0.1 -0.2
H -1.506 1.589 -4.271 0.1 0.0 0.3
H -1.001 2.743 -2.972 -0.2 0.0 -0.1
C -1.407 1.754 -3.190 0.0 0.1 1.0
H -1.757 -1.284 -3.081 0.2 -0.1 -0.3
H -1.016 -0.605 -4.572 0.2 0.4 0.5
H 1.047 0.945 -4.632 -0.1 -0.1 0.5
H 2.038 0.150 -3.366 -0.1 0.3 -0.1
H -0.057 -1.710 -3.523 -0.4 0.0 -0.1
H 1.667 1.889 -3.222 -0.1 -0.3 -0.2
C 3.181 0.159 -0.300 2.6 -0.3 1.3
O 4.049 0.330 0.421 -1.8 -0.2 -1.4
Cl -3.573 -0.183 -0.551 1.3 0.0 0.7
C 0.238 -0.830 6.847 -0.1 -0.2 0.4
C 0.053 -0.742 5.372 -0.1 0.1 0.0
C 0.830 0.143 4.618 -0.4 -0.2 -0.9
C 0.587 0.266 3.257 -0.1 0.2 -0.1
N -0.392 -0.418 2.637 -0.6 -0.4 -0.2
C -1.102 -1.322 3.344 0.0 0.1 0.4
C -0.911 -1.510 4.710 0.1 0.2 -0.9
H 1.274 -1.101 7.092 -0.2 0.1 0.0
H 0.025 0.138 7.322 0.1 -0.2 -0.2
H -0.442 -1.575 7.274 0.3 0.2 0.0
H 1.601 0.747 5.067 0.1 0.0 0.1
H 1.176 0.937 2.627 -0.2 -0.1 0.3
H -1.853 -1.894 2.775 0.3 0.2 0.5
H -1.530 -2.234 5.217 0.0 0.0 0.2
```
Forces are in eV/Å.

Results
- total energy (a.u.) = -1831.59510
- E_LUMO (eV) = -10.3
- relative energy (zero: lowest compared OMol25 entry of this formula, charge and spin) (kJ/mol) = 70.2
- net charge = +2
- strongest force on any atom (eV/A) = 4.1

Results of the Löwdin charge analysis, in e, for atoms 1 through 4: -0.219 0.819 -0.002 0.019


Entry from the Open Molecules 2025 dataset: an isolated ion of composition C4H3BrNO and charge +1 (the ωB97M-V functional and the def2-TZVPD basis).

```
10
Properties=species:S:1:pos:R:3:forces:R:3
C 0.764 1.527 0.134 1.7 -1.5 0.1
C 0.182 -0.934 -0.123 -2.9 -3.8 -0.7
C -2.281 -0.826 -0.054 -1.1 0.3 0.0
C 1.104 0.061 0.015 3.5 4.9 0.7
N -1.132 -0.784 -0.106 1.8 -0.1 0.1
O -0.308 1.961 -0.148 -1.4 0.1 -0.2
Br 2.915 -0.364 0.048 -1.2 0.0 0.0
H 1.607 2.143 0.472 0.1 0.1 0.0
H 0.491 -1.970 -0.240 -0.1 0.1 0.0
H -3.342 -0.813 0.003 -0.4 0.0 0.0
```
Forces are in eV/Å.

Results
- total energy (a.u.) = -2857.76685
- E_LUMO (spin up / spin down) (eV) = -4.6 / -8.7
- net charge = +1
- strongest force on any atom (eV/A) = 6.0
- multiplicity = 3

Results of the natural (NBO) charge analysis, in e, for atoms 1 through 4: 0.348 0.102 0.416 -0.234


Entry from the Open Molecules 2025 dataset: C18H29Cl5OPdSi as an isolated structure (the ωB97M-V functional and the def2-TZVPD basis).

```
55
Properties=species:S:1:pos:R:3:forces:R:3
Pd 0.102 0.292 -0.141 0.3 -0.2 -0.2
Cl -2.619 -0.171 1.764 0.0 -0.1 0.0
C -1.894 1.424 1.876 -0.1 0.2 0.1
C -0.835 1.731 1.020 -0.1 0.2 0.3
C -0.352 3.036 1.171 -0.1 0.0 0.0
Cl 0.952 3.568 0.120 0.0 0.0 0.0
C -0.838 3.952 2.097 -0.1 -0.1 0.0
Cl -0.186 5.561 2.230 0.0 0.0 0.0
C -1.882 3.577 2.942 0.0 0.0 0.0
Cl -2.516 4.698 4.111 0.0 0.0 0.0
C -2.420 2.296 2.828 0.1 0.1 -0.1
Cl -3.730 1.837 3.878 0.0 0.0 0.0
O 1.255 -0.463 2.858 0.0 -0.1 0.2
H 0.431 -0.189 3.272 0.0 0.0 0.0
H 1.025 -0.393 1.904 0.0 0.1 -0.3
C 0.271 -3.510 -0.073 0.1 0.0 0.0
C 1.635 -3.060 -0.624 0.0 0.0 0.0
C 2.169 -4.164 -1.542 0.0 0.0 0.0
C 2.563 -3.006 0.598 0.0 0.0 0.0
Si 1.444 -1.200 -1.351 0.0 -0.2 -0.1
C 0.737 -1.398 -3.224 0.0 0.0 -0.1
C -0.565 -2.206 -3.168 0.0 0.0 0.1
C 1.630 -2.025 -4.300 0.0 0.0 0.0
C 0.316 -0.005 -3.722 0.0 0.0 0.0
C 3.313 -0.538 -1.565 0.0 0.1 0.0
C 3.809 -0.091 -0.179 0.0 0.0 0.0
C 4.371 -1.459 -2.179 0.0 0.0 0.0
C 3.258 0.745 -2.406 0.0 0.0 0.0
H 0.391 -4.439 0.510 0.0 0.0 0.0
H -0.458 -3.708 -0.857 -0.1 0.0 -0.1
H -0.149 -2.740 0.578 0.0 0.0 0.0
H 2.261 -5.111 -0.982 0.0 0.0 0.0
H 3.157 -3.928 -1.946 0.0 0.0 0.0
H 1.506 -4.360 -2.387 -0.1 0.0 0.0
H 2.521 -3.966 1.138 0.0 0.0 0.0
H 2.269 -2.223 1.301 0.0 0.0 0.0
H 3.606 -2.842 0.317 -0.1 -0.1 0.0
H -0.393 -3.264 -2.968 0.0 -0.1 0.0
H -1.089 -2.138 -4.136 0.0 0.0 0.0
H -1.231 -1.813 -2.393 0.0 0.0 0.0
H 1.965 -3.028 -4.033 0.0 0.0 0.0
H 2.520 -1.421 -4.498 0.0 0.0 0.0
H 1.079 -2.105 -5.254 0.0 0.0 0.0
H -0.288 0.503 -2.966 0.0 0.0 0.0
H -0.277 -0.099 -4.648 0.0 0.0 0.0
H 1.170 0.636 -3.944 -0.1 0.0 0.0
H 4.007 -0.932 0.488 0.0 0.2 0.0
H 3.062 0.545 0.305 0.0 0.0 0.0
H 4.746 0.480 -0.281 0.0 0.0 0.0
H 4.557 -2.340 -1.560 0.0 0.0 0.0
H 5.332 -0.924 -2.272 0.0 0.0 0.0
H 4.094 -1.808 -3.176 0.0 0.0 0.0
H 2.475 1.416 -2.036 0.0 0.0 0.0
H 3.068 0.542 -3.463 0.0 0.0 0.0
H 4.221 1.277 -2.343 0.0 0.0 0.0
```
Forces are in eV/Å.

Results
- total energy (a.u.) = -3496.86458
- E_LUMO (eV) = 4.3
- net charge = -2
- strongest force on any atom (eV/A) = 0.4

Results of the natural (NBO) charge analysis, in e, for atoms 1 through 4: -0.385 -0.030 -0.084 -0.332